A 2-piece molecular cluster, CH6F6P2S overall at a distorted geometry. Source: the Open Molecules 2025 dataset; level of theory: the ωB97M-V functional and the def2-TZVPD basis.

Computed properties:
HOMO-LUMO gap, eV: 8.40

Last column: Löwdin charge in e.
Positions of all 16 atoms, in Å:
C  1.17  0.12  -0.69  -0.270
P  2.47  -0.98  -1.45  0.682
S  1.73  -2.98  -1.32  0.449
H  1.28  0.09  0.41  0.061
H  0.16  -0.24  -0.94  0.054
H  1.33  1.14  -1.08  0.068
H  3.73  -0.86  -0.83  0.012
H  2.57  -0.73  -2.85  0.004
H  0.68  -2.88  -2.21  -0.120
F  -0.65  0.45  1.86  -0.235
P  -2.17  1.05  1.57  0.347
F  -1.94  0.36  0.08  -0.235
F  -2.43  0.21  2.96  -0.200
F  -2.87  2.30  2.37  -0.199
F  -3.72  0.63  1.21  -0.199
F  -1.35  2.31  0.90  -0.218

A 2-piece molecular cluster, CH6FN4 overall at a distorted geometry. Source: the Open Molecules 2025 dataset; level of theory: the ωB97M-V functional and the def2-TZVPD basis.

Computed properties:
HOMO-LUMO gap (alpha / beta), eV: 8.24 / 9.65
Relative energy (zero: lowest compared OMol25 entry of this formula, charge and spin), kcal per mole: 64.48
Net charge: +1

Last column: Löwdin charge in e.
Positions of all 12 atoms, in Å:
C  -0.14  -0.38  0.55  -0.413
N  0.10  -0.65  -0.75  0.090
N  -0.23  0.86  1.01  0.241
N  -0.30  -1.43  1.33  0.228
N  0.32  0.14  -1.68  0.006
F  -0.56  1.41  -1.78  -0.113
H  -0.15  1.67  0.40  0.116
H  -0.44  1.04  1.98  0.142
H  -0.26  -2.36  0.95  0.142
H  -0.58  -1.33  2.30  0.142
H  0.30  -0.23  -2.63  0.170
H  1.94  1.26  -1.69  0.248

One molecule with the formula CH6N2 at a distorted geometry. Source: the Open Molecules 2025 dataset; level of theory: the ωB97M-V functional and the def2-TZVPD basis.

Computed properties:
SMILES string: CNN
HOMO-LUMO gap, eV: 9.95
Relative energy (zero: lowest compared OMol25 entry of this formula, charge and spin), kcal per mole: 53.13

Last column: Löwdin charge in e.
Positions of all 9 atoms, in Å:
C  0.17  -0.91  0.25  -0.252
N  -0.72  0.14  0.10  -0.262
N  -0.07  1.39  -0.33  -0.066
H  0.88  -1.20  -0.54  0.077
H  0.66  -0.71  1.24  0.098
H  -0.38  -1.86  0.39  0.083
H  -1.47  0.05  -0.85  0.194
H  0.13  2.16  0.37  0.091
H  0.80  0.94  -0.63  0.037

A 2-piece molecular cluster, CH6N2O overall at a distorted geometry. Source: the Open Molecules 2025 dataset; level of theory: the ωB97M-V functional and the def2-TZVPD basis.

Computed properties:
2S+1: 2
HOMO-LUMO gap (alpha / beta), eV: 2.90 / 8.88
Relative energy (zero: lowest compared OMol25 entry of this formula, charge and spin), kcal per mole: 23.58
Net charge: -1

Last column: Löwdin charge in e.
Positions of all 10 atoms, in Å:
N  -1.34  1.37  -0.82  -0.031
C  -0.39  0.35  -0.66  -0.557
N  0.75  0.45  -0.07  -0.054
H  -1.39  2.16  -0.15  -0.024
H  -2.23  0.99  -1.00  -0.020
H  -0.79  -0.51  -1.20  0.014
H  0.76  1.37  0.29  -0.061
H  1.73  -2.02  1.70  -0.029
H  0.90  -1.06  0.83  -0.052
O  0.94  -1.97  1.21  -0.185

A 2-piece molecular cluster, CH6N2O overall. Source: the Open Molecules 2025 dataset; level of theory: the ωB97M-V functional and the def2-TZVPD basis.

Computed properties:
SMILES string: NC=O.N
HOMO-LUMO gap, eV: 10.80
Relative energy (zero: lowest compared OMol25 entry of this formula, charge and spin), kcal per mole: 0.00

Last column: Löwdin charge in e.
Positions of all 10 atoms, in Å:
N  -0.81  -0.65  -0.85  0.105
C  0.31  -1.39  -0.94  -0.446
O  1.14  -1.56  -0.07  -0.003
H  -1.20  -0.36  -1.74  0.088
H  -0.99  0.01  -0.10  0.060
H  0.39  -1.91  -1.91  0.120
N  0.08  1.35  1.24  0.018
H  0.29  2.31  0.98  0.020
H  0.95  0.83  1.16  0.018
H  -0.15  1.37  2.23  0.020

A 2-piece molecular cluster, CH6N2O2 overall at a distorted geometry. Source: the Open Molecules 2025 dataset; level of theory: the ωB97M-V functional and the def2-TZVPD basis.

Computed properties:
SMILES string: [H]/N=[NH+]/[O-].CO
HOMO-LUMO gap, eV: 10.31
Relative energy (zero: lowest compared OMol25 entry of this formula, charge and spin), kcal per mole: 122.66

Last column: Löwdin charge in e.
Positions of all 11 atoms, in Å:
H  -0.10  0.17  -1.49  0.038
N  0.35  -0.58  -2.06  0.109
N  1.08  -1.32  -1.36  -0.313
O  1.67  -2.32  -1.79  -0.062
H  1.22  -1.02  -0.32  0.190
C  -0.73  1.06  1.39  -0.157
O  -0.53  0.52  0.11  -0.177
H  -0.31  2.09  1.52  0.090
H  -0.07  0.70  2.21  0.086
H  -1.83  1.14  1.64  0.101
H  -0.76  -0.43  0.15  0.096

A 3-piece molecular cluster, CH6N2O2S overall at a distorted geometry. Source: the Open Molecules 2025 dataset; level of theory: the ωB97M-V functional and the def2-TZVPD basis.

Computed properties:
HOMO-LUMO gap, eV: 9.46
Relative energy (zero: lowest compared OMol25 entry of this formula, charge and spin), kcal per mole: 35.96

Last column: Löwdin charge in e.
Positions of all 12 atoms, in Å:
C  2.31  1.93  -0.66  -0.145
N  2.23  0.68  -0.64  0.013
N  -1.84  1.10  0.06  -0.298
O  -2.92  -1.13  0.04  -0.482
O  -0.90  -2.85  0.99  -0.095
S  -1.91  -0.28  0.60  0.840
H  2.50  2.40  -1.55  0.020
H  2.16  2.53  0.31  0.089
H  -0.07  -3.21  1.27  0.045
H  -1.10  -2.74  0.09  -0.016
H  -2.43  1.41  -0.68  0.003
H  2.00  0.15  0.18  0.025

CH6N2O2S as an isolated structure at a distorted geometry. Source: the Open Molecules 2025 dataset; level of theory: the ωB97M-V functional and the def2-TZVPD basis.

Computed properties:
HOMO-LUMO gap, eV: 9.63
Relative energy (zero: lowest compared OMol25 entry of this formula, charge and spin), kcal per mole: 40.39

Last column: Löwdin charge in e.
Positions of all 12 atoms, in Å:
C  -0.86  -0.27  1.13  -0.454
N  1.29  -1.02  -1.72  -0.333
N  -0.23  0.96  -1.29  -0.146
O  -0.02  0.59  1.83  -0.100
O  -0.25  -1.15  0.28  -0.308
S  0.86  -0.17  -0.52  0.914
H  -1.46  0.41  0.49  0.102
H  0.33  0.35  2.71  0.111
H  -1.51  -0.88  1.90  0.164
H  2.15  -1.52  -1.59  -0.024
H  -0.14  1.90  -0.97  0.046
H  -0.16  0.79  -2.27  0.029

CH6N2O3S as an isolated structure at a distorted geometry. Source: the Open Molecules 2025 dataset; level of theory: the ωB97M-V functional and the def2-TZVPD basis.

Computed properties:
HOMO-LUMO gap, eV: 9.87
Relative energy (zero: lowest compared OMol25 entry of this formula, charge and spin), kcal per mole: 10.96

Last column: Löwdin charge in e.
Positions of all 13 atoms, in Å:
C  0.18  -0.30  0.09  -0.338
N  -0.98  -0.79  -0.60  0.091
N  0.25  -0.65  1.39  0.129
O  -0.60  2.00  -2.24  -0.314
O  1.76  1.60  -1.73  -0.451
O  0.21  1.48  0.11  -0.427
S  0.66  2.28  -1.10  0.777
H  0.97  -0.26  -0.60  0.107
H  -0.99  -0.58  -1.56  0.051
H  -1.97  -0.60  -0.12  0.168
H  -0.38  2.46  -3.04  0.025
H  1.09  -0.65  1.87  0.085
H  -0.43  -0.24  1.96  0.096

An isolated ion of composition CH6N2P and charge +1 at a distorted geometry. Source: the Open Molecules 2025 dataset; level of theory: the ωB97M-V functional and the def2-TZVPD basis.

Computed properties:
2S+1: 3
HOMO-LUMO gap (alpha / beta), eV: 7.24 / 5.20
Relative energy (zero: lowest compared OMol25 entry of this formula, charge and spin), kcal per mole: 14.04
Net charge: +1

Last column: Löwdin charge in e.
Positions of all 10 atoms, in Å:
C  -0.09  -0.10  0.06  -0.682
N  -0.98  -0.86  0.57  0.042
N  1.04  -0.75  -0.84  0.163
P  0.43  1.39  0.86  1.038
H  -1.29  -1.71  0.22  0.092
H  -1.72  -0.34  1.14  0.155
H  0.69  -1.71  -1.20  0.156
H  1.63  -0.05  -1.34  0.098
H  1.04  2.01  -0.35  -0.006
H  -0.74  2.12  0.87  -0.056

A 2-piece molecular cluster, CH6N2S2 overall at a distorted geometry. Source: the Open Molecules 2025 dataset; level of theory: the ωB97M-V functional and the def2-TZVPD basis.

Computed properties:
SMILES string: [H]/N=C/N.SS
HOMO-LUMO gap, eV: 8.65
Relative energy (zero: lowest compared OMol25 entry of this formula, charge and spin), kcal per mole: 33.50

Last column: Löwdin charge in e.
Positions of all 11 atoms, in Å:
H  -0.85  -1.83  -0.60  0.078
N  -1.36  -0.88  -0.75  0.007
C  -1.28  -0.18  0.32  -0.409
N  -2.35  0.53  0.88  0.066
H  -0.30  -0.25  0.94  0.082
H  -2.22  1.02  1.71  0.048
H  -3.30  0.15  0.72  0.108
S  2.46  0.11  0.25  0.234
S  2.24  0.92  -1.75  0.238
H  3.73  0.39  0.28  -0.244
H  3.23  0.02  -1.99  -0.209

An isolated ion of composition CH6N3 and charge +1 at a distorted geometry. Source: the Open Molecules 2025 dataset; level of theory: the ωB97M-V functional and the def2-TZVPD basis.

Computed properties:
SMILES string: C1N[NH2+]N1
HOMO-LUMO gap (alpha / beta), eV: 11.21 / 11.21
Relative energy (zero: lowest compared OMol25 entry of this formula, charge and spin), kcal per mole: 131.55
Net charge: +1

Last column: Löwdin charge in e.
Positions of all 10 atoms, in Å:
C  -0.21  0.05  -1.09  0.008
N  0.60  0.95  0.13  0.071
N  0.07  -0.09  0.98  -0.010
N  -0.49  -0.88  0.00  -0.013
H  -0.89  0.76  -1.48  0.096
H  0.75  -0.27  -1.70  0.161
H  1.58  0.86  -0.03  0.094
H  0.84  -0.49  1.49  0.184
H  -0.78  0.30  1.56  0.249
H  -1.46  -1.20  0.14  0.159

A 2-piece molecular cluster, CH6N3OP overall at a distorted geometry. Source: the Open Molecules 2025 dataset; level of theory: the ωB97M-V functional and the def2-TZVPD basis.

Computed properties:
SMILES string: NP(N)O.C#N
HOMO-LUMO gap, eV: 8.44
Relative energy (zero: lowest compared OMol25 entry of this formula, charge and spin), kcal per mole: 38.32

Last column: Löwdin charge in e.
Positions of all 12 atoms, in Å:
N  1.59  -1.06  0.23  -0.205
P  0.12  -0.28  0.30  0.647
N  0.92  1.25  0.51  -0.196
O  -0.48  -0.25  -1.25  -0.296
H  1.72  -1.98  -0.08  -0.001
H  2.20  -0.86  1.05  0.058
H  0.47  1.99  0.00  0.015
H  0.91  1.62  1.44  0.002
H  -1.40  -0.10  -1.23  -0.059
C  -3.59  0.15  -0.25  -0.089
N  -3.28  -0.26  0.78  0.075
H  -3.99  0.45  -1.17  0.050

An isolated ion of composition CH6N3S and charge +1 at a distorted geometry. Source: the Open Molecules 2025 dataset; level of theory: the ωB97M-V functional and the def2-TZVPD basis.

Computed properties:
SMILES string: N[C@]1([NH3+])NS1
HOMO-LUMO gap, eV: 9.87
Relative energy (zero: lowest compared OMol25 entry of this formula, charge and spin), kcal per mole: 46.94
Net charge: +1

Last column: Löwdin charge in e.
Positions of all 11 atoms, in Å:
N  0.46  -1.20  -0.01  0.053
C  -0.61  -0.11  0.02  -0.830
N  0.27  1.15  -0.21  0.250
N  -1.55  0.11  1.05  -0.240
S  -2.26  -0.06  -0.52  0.971
H  0.24  -1.92  -0.84  0.157
H  0.60  -1.82  0.78  0.081
H  0.40  1.46  -1.10  0.118
H  1.14  0.65  0.09  0.164
H  -0.17  1.81  0.43  0.162
H  -1.85  -0.66  1.70  0.115

An isolated ion of composition CH6N3S2 and charge +1 at a distorted geometry. Source: the Open Molecules 2025 dataset; level of theory: the ωB97M-V functional and the def2-TZVPD basis.

Computed properties:
SMILES string: N/C(NS)=[NH+]/S
HOMO-LUMO gap, eV: 10.52
Relative energy (zero: lowest compared OMol25 entry of this formula, charge and spin), kcal per mole: 8.51
Net charge: +1

Last column: Löwdin charge in e.
Positions of all 12 atoms, in Å:
N  -0.70  -1.50  -0.22  0.216
C  -0.09  -0.35  0.06  -0.510
N  -0.74  0.73  0.27  -0.356
S  -2.40  1.00  0.16  0.881
N  1.37  -0.41  0.32  -0.251
S  2.33  1.08  -0.23  0.805
H  -1.72  -1.58  -0.35  0.128
H  -0.10  -2.23  -0.35  0.093
H  -0.19  1.53  0.64  0.108
H  -2.34  1.53  -1.12  -0.067
H  1.79  -1.30  -0.08  0.114
H  2.81  1.50  0.90  -0.162

CH6N4 as an isolated structure. Source: the Open Molecules 2025 dataset; level of theory: the ωB97M-V functional and the def2-TZVPD basis.

Computed properties:
HOMO-LUMO gap, eV: 9.80
Relative energy (zero: lowest compared OMol25 entry of this formula, charge and spin), kcal per mole: 36.94

Last column: Löwdin charge in e.
Positions of all 11 atoms, in Å:
C  0.13  -0.43  -0.39  -0.617
N  -0.41  1.41  1.00  -0.010
N  -0.93  -1.19  -0.03  0.147
N  1.24  -0.76  -1.06  0.033
N  0.26  0.88  -0.13  -0.122
H  0.26  1.52  1.77  0.071
H  -0.75  2.33  0.76  0.065
H  -1.56  -0.75  0.63  0.085
H  -0.78  -2.18  0.08  0.097
H  1.16  -1.42  -1.83  0.055
H  1.39  0.59  -0.80  0.196

A 2-piece molecular cluster, CH6N4 overall at a distorted geometry. Source: the Open Molecules 2025 dataset; level of theory: the ωB97M-V functional and the def2-TZVPD basis.

Computed properties:
HOMO-LUMO gap, eV: 10.37
Relative energy (zero: lowest compared OMol25 entry of this formula, charge and spin), kcal per mole: 91.26

Last column: Löwdin charge in e.
Positions of all 11 atoms, in Å:
C  -1.01  0.81  0.08  -0.063
N  2.35  -0.69  1.46  -0.043
N  -0.01  0.01  -0.68  0.123
N  -1.90  -0.22  -2.08  0.088
N  -1.13  0.16  -1.18  -0.389
H  -0.76  1.81  0.08  0.068
H  1.35  -0.64  1.36  -0.062
H  -1.43  0.35  0.93  0.081
H  2.69  -0.36  0.48  0.037
H  2.64  -1.71  1.65  0.040
H  -2.78  0.50  -2.10  0.120

One molecule with the formula CH6N4 at a distorted geometry. Source: the Open Molecules 2025 dataset; level of theory: the ωB97M-V functional and the def2-TZVPD basis.

Computed properties:
SMILES string: N/N=C\NN
HOMO-LUMO gap, eV: 9.09
Relative energy (zero: lowest compared OMol25 entry of this formula, charge and spin), kcal per mole: 56.38

Last column: Löwdin charge in e.
Positions of all 11 atoms, in Å:
N  1.40  -1.03  1.23  -0.050
N  0.99  -1.14  -0.11  -0.087
C  0.20  -0.21  -0.66  -0.283
N  -0.42  0.79  -0.04  -0.159
N  -1.67  1.11  -0.49  0.000
H  2.25  -1.66  1.32  0.106
H  1.28  -0.03  1.51  0.077
H  -0.05  -0.32  -1.67  0.089
H  -0.41  0.41  0.97  0.140
H  -2.12  0.29  -0.81  0.062
H  -1.45  1.78  -1.26  0.105

One molecule with the formula CH6N4O2 at a distorted geometry. Source: the Open Molecules 2025 dataset; level of theory: the ωB97M-V functional and the def2-TZVPD basis.

Computed properties:
SMILES string: NNC/[N+]([O-])=N/O
HOMO-LUMO gap, eV: 10.17
Relative energy (zero: lowest compared OMol25 entry of this formula, charge and spin), kcal per mole: 143.67

Last column: Löwdin charge in e.
Positions of all 13 atoms, in Å:
N  2.50  -0.19  0.04  -0.033
N  1.29  -0.48  0.73  -0.122
C  0.25  0.43  0.29  -0.049
N  -1.47  0.21  0.33  -0.255
O  -2.39  0.83  0.91  -0.054
N  -1.62  -0.46  -0.74  0.029
O  -2.91  -0.19  -1.28  -0.044
H  2.88  -0.80  -0.74  0.103
H  3.36  -0.33  0.58  0.071
H  0.85  -1.34  0.47  0.089
H  0.28  1.44  0.65  0.110
H  0.38  0.58  -0.71  0.058
H  -3.41  0.28  -0.53  0.097

One molecule with the formula CH6N4O2 at a distorted geometry. Source: the Open Molecules 2025 dataset; level of theory: the ωB97M-V functional and the def2-TZVPD basis.

Computed properties:
SMILES string: NC1(N)NONO1
HOMO-LUMO gap, eV: 10.15
Relative energy (zero: lowest compared OMol25 entry of this formula, charge and spin), kcal per mole: 128.54

Last column: Löwdin charge in e.
Positions of all 13 atoms, in Å:
N  1.34  -1.07  0.49  0.070
C  0.20  0.29  0.12  -0.519
N  0.81  1.55  -0.11  0.130
N  -0.48  -0.10  -1.12  0.069
O  -1.90  -0.23  -0.70  -0.096
N  -1.88  -0.46  0.65  -0.007
O  -0.78  0.27  1.11  -0.050
H  0.68  -1.81  0.50  -0.003
H  1.90  -1.05  -0.36  0.021
H  0.61  2.05  0.72  0.084
H  1.75  1.37  -0.44  0.089
H  -0.69  0.55  -1.85  0.110
H  -1.55  -1.34  0.98  0.102

E_tot, record by record: -46853.608, -9799.896, -4112.030, -6159.843, -6162.496, -8205.556, -19042.338, -19042.146, -21091.059, -13390.702, -25783.456, -5593.240, -16940.546, -16430.887, -27267.689, -7092.456, -7090.101, -7091.613, -11182.781, -11183.437 eV